{
  "formula": "C48H76FNO15",
  "method": "the ωB97M-V functional and the def2-TZVPD basis",
  "total_energy_ha": -3157.11073,
  "max_force_ev_per_a": 5.0,
  "smiles": "[H]/N=C(\\C)Cc1c(COc2ccccc2)c(CCCCOC=O)cc2c1C(=O)C(CCCCOC)=C(F)C2=O.COCCOCCOC.COCCOCCOC.COCCOCCOC",
  "orbital_gap_ev": 7.16,
  "lumo_energy_ev": -1.4,
  "symbols": ["C", "O", "C", "C", "H", "C", "H", "C", "O", "C", "H", "H", "C", "H", "H", "O", "O", "N", "H", "H", "C", "O", "C", "C", "C", "C", "H", "H", "H", "O", "H", "C", "C", "H", "H", "H", "C", "H", "C", "C", "H", "C", "H", "H", "H", "C", "H", "H", "H", "H", "H", "C", "H", "H", "C", "C", "H", "C", "C", "C", "O", "H", "H", "C", "C", "H", "C", "H", "C", "H", "H", "H", "H", "H", "H", "H", "O", "H", "H", "H", "H", "H", "H", "O", "H", "H", "C", "H", "H", "O", "H", "C", "C", "O", "C", "H", "H", "C", "O", "C", "C", "H", "H", "C", "H", "H", "H", "H", "O", "C", "C", "C", "H", "H", "O", "C", "H", "H", "H", "H", "C", "H", "C", "H", "H", "H", "H", "C", "F", "H", "H", "H", "H", "C", "C", "H", "C", "H", "O", "H", "C"],
  "positions_angstrom": [[5.29716, 3.59724, -0.21470], [-4.80511, 6.30063, -1.20590], [-5.56006, -1.75501, 3.40629], [-5.34508, 2.64231, 0.48797], [-5.26401, -1.34788, -0.43679], [6.17552, -4.14333, 4.94416], [5.87243, -1.02396, -7.60437], [0.31553, 0.19596, 0.81051], [4.77984, -3.02973, 1.38342], [1.56475, 1.10065, 0.86555], [1.71640, -3.16856, -2.58478], [-5.29126, 1.77318, -0.16705], [6.92881, -0.76259, -7.52355], [7.76445, -3.58244, -2.15404], [-4.53975, -3.63375, 3.67756], [-1.35709, 1.99421, 1.29094], [-1.18871, -3.27586, 1.23423], [3.57428, -5.15145, -0.68147], [-8.52648, 0.09517, -2.48633], [6.54543, -0.21163, -4.66395], [-7.72194, -0.29992, -1.76314], [7.46721, -1.45224, -6.41061], [-5.14219, -2.93865, 4.27283], [5.21542, 4.89461, 0.72044], [-7.58853, 5.29772, -3.93465], [1.81281, -2.09858, 0.66703], [-4.49457, -1.07883, -2.07699], [-6.02733, -3.68338, -0.92941], [7.00262, 0.32075, -7.38501], [-6.54864, 4.71782, -3.17079], [-5.98342, -2.15328, 2.47877], [0.41765, -1.37772, 0.72708], [-6.24255, -0.16709, 5.11922], [-8.53703, 4.88218, -3.58952], [-4.78887, 4.71517, -4.20331], [-4.36534, 4.32400, -1.71010], [2.95403, 0.37578, 0.83000], [4.06805, -5.30620, -1.57781], [-0.97813, -2.14718, 0.71006], [-6.90069, -2.42171, -2.54295], [-5.83495, -0.79164, 5.91491], [5.59536, -3.05144, 5.89095], [-5.30154, 1.69725, 5.64734], [4.94005, -1.85634, -0.35196], [5.44563, -1.26363, -2.60589], [4.99082, -2.91900, 2.78386], [6.79410, -5.02410, 5.30751], [-5.51483, -3.44656, 6.78650], [-3.89776, 1.39869, 2.66254], [1.42287, 2.23066, 0.89448], [-5.89261, 2.37196, 1.39595], [-1.14649, 0.85681, 0.81542], [8.95289, 0.00915, -6.37726], [5.17149, 0.87613, 0.39801], [5.86635, -4.05762, 3.43028], [-4.63703, -1.87351, -1.25830], [-4.00614, -4.30067, 6.31969], [6.50355, -1.42028, -2.84804], [2.81384, -4.06413, -0.76842], [2.77634, -3.21952, -2.12761], [-6.59755, -0.95449, 3.97845], [-3.63512, -3.17808, 0.24203], [3.13417, 3.34980, 0.36462], [-6.03605, 6.07561, -0.51465], [4.59341, -1.74784, 0.74456], [3.24385, -2.18518, -1.98427], [6.86667, -3.75373, -2.75675], [0.92134, -4.21976, 0.38238], [-2.27151, -1.44447, 0.02632], [3.61282, 6.55089, 2.50892], [-7.18775, 0.23532, 5.49657], [-3.94411, -2.83869, 7.33187], [-7.48477, -3.30812, -2.99990], [4.29733, -1.14733, 5.99733], [6.29665, -4.88871, 2.75708], [-6.86532, 5.97154, -1.21489], [-6.02410, 3.67365, -0.20616], [-6.61869, -1.69348, -3.38410], [5.83381, -3.14153, 7.00695], [8.79892, -2.19996, -4.24756], [-7.95804, 0.18144, -0.73866], [-2.77505, -3.09324, -1.36834], [-3.14245, 2.35244, 3.97862], [2.21814, 5.20041, 1.88004], [6.01370, -3.96328, -2.10652], [-3.40064, 5.57652, -2.45866], [-4.42184, 5.31274, -2.16682], [-5.07302, 5.00385, 1.08539], [2.51390, -4.10802, 1.42441], [4.05204, 5.73973, 0.46601], [-5.72756, 1.54237, 3.92022], [-2.29029, -0.04177, 0.11453], [4.73555, -1.91886, 5.26313], [8.43926, -0.19651, -3.78893], [9.05612, -1.20050, -4.59902], [7.44200, -1.06289, -8.44116], [-5.39519, 6.34186, -3.78571], [3.10068, -1.19199, 0.74471], [6.59448, -2.63620, -3.58235], [3.97109, 2.69296, -0.04540], [3.27897, 5.83371, 1.66368], [6.22196, 2.95086, 0.01404], [6.16145, 5.53670, 0.53747], [-5.27955, 5.31274, -3.42690], [-2.36869, 0.86685, 3.37627], [-4.70553, -1.14138, 3.11862], [3.70225, 2.31135, -1.10319], [3.43043, -3.77492, -2.89897], [-4.00146, 0.56394, 4.55846], [-5.61019, -3.05819, -1.80673], [-3.32301, -2.43274, -0.58818], [4.23955, 1.36655, 0.86320], [5.42262, 3.94980, -1.30507], [-7.45736, 5.06539, -4.99397], [-4.33947, -2.49882, 5.36255], [7.01460, -0.24998, -3.68025], [-4.32330, 2.94565, 0.73683], [-6.85859, 4.96338, 1.13791], [-7.61925, 6.38255, -3.78941], [9.48148, -1.67423, -6.65767], [1.91392, -3.68209, 0.53215], [-6.03957, -3.45847, 4.63292], [-4.46397, -3.32501, 6.50477], [7.07969, -1.48113, -1.91723], [5.36146, -1.02838, 1.22640], [-6.70173, 0.11389, -2.08206], [-6.21992, 6.99429, 0.05070], [-5.98425, 4.91972, 0.47904], [-3.38880, 0.67872, -0.41716], [5.21925, 4.60986, 1.83610], [10.13131, -1.08059, -4.43558], [6.73024, 0.67391, -3.16660], [-5.03941, -3.79836, -2.47913], [-3.32375, 1.34656, 3.59344], [-5.33248, 1.01086, 4.79369], [3.77871, -0.98880, 3.31340], [8.79136, -1.03857, -6.09236], [4.51431, 1.64566, 1.94751], [-7.76539, -1.73627, -1.60442], [7.04953, -4.61612, -3.40037], [4.41818, -1.83398, 3.72296]],
  "forces_ev_per_angstrom": [[-0.7, 0.1, 0.0], [-0.2, -0.3, -0.1], [-0.2, -0.1, 0.0], [-0.3, 0.2, -0.2], [1.1, -0.7, -1.3], [-2.6, 3.0, -2.1], [0.1, -0.1, 0.0], [2.0, -1.3, -0.1], [0.1, 1.3, 2.0], [-0.3, -4.7, -0.3], [1.6, 0.2, 1.0], [-0.2, 0.2, 0.1], [0.0, -0.3, 0.2], [0.0, 0.0, 0.1], [-0.1, -0.1, -0.2], [0.5, -3.8, -1.9], [1.3, 3.8, -1.9], [-2.0, 3.0, -0.3], [1.2, -0.8, 0.8], [0.0, -0.3, 0.0], [-0.4, 1.3, 0.8], [-0.1, 0.4, 0.0], [0.3, 0.4, 0.0], [2.0, -0.3, 0.4], [0.2, -0.2, 0.2], [-0.8, 3.1, 0.5], [0.2, -1.4, 1.1], [0.8, 1.0, -1.2], [0.1, 0.0, -0.1], [-0.1, 0.4, 0.0], [-0.1, 0.0, 0.1], [2.2, 1.8, -0.1], [-0.2, 0.1, -0.2], [0.1, -0.1, 0.0], [0.2, 0.1, -0.1], [-0.3, 0.0, -0.1], [-2.0, -0.8, -0.1], [-0.4, 0.2, 0.5], [-1.0, -1.8, 0.9], [0.4, -1.0, -0.4], [0.3, 0.1, -0.1], [-0.5, -0.1, -4.0], [-0.2, 0.1, 0.0], [-0.6, -0.1, 1.6], [0.0, 0.2, 0.2], [0.9, -0.7, 3.9], [-0.9, 1.4, -0.4], [0.0, -0.1, 0.0], [0.0, 0.1, 0.0], [0.3, -1.8, 0.1], [0.1, -0.1, 0.2], [0.2, 1.2, 0.3], [0.0, -0.1, 0.0], [-1.5, 0.5, 0.8], [-0.9, 1.6, 1.8], [-1.5, 0.2, 0.7], [-0.1, -0.1, 0.1], [0.0, -0.1, -0.6], [1.3, -1.9, -0.2], [0.1, -0.6, 0.0], [0.3, 0.0, 0.1], [0.6, 1.3, -1.2], [1.1, -1.0, -0.7], [0.2, 0.1, 0.2], [0.3, 0.6, -0.7], [-1.0, -1.3, -0.2], [-0.1, 0.1, -0.3], [1.2, 1.1, 0.5], [1.2, 2.1, 0.5], [0.1, -0.9, -1.7], [0.0, 0.0, -0.2], [0.0, 0.0, -0.1], [0.8, 1.5, 0.7], [0.7, -1.3, -1.6], [-0.9, 1.6, 1.1], [0.0, -0.3, 0.0], [0.3, 0.1, 0.0], [-0.2, -1.2, 1.1], [-0.6, 0.4, -1.9], [-0.2, 0.0, -0.2], [0.4, -0.9, -1.6], [-0.6, 1.1, 1.3], [0.1, 0.2, -0.2], [4.2, 2.2, -1.5], [0.0, -0.1, 0.2], [-0.1, 0.1, 0.0], [0.1, 0.3, -0.1], [0.0, 0.0, -0.1], [-1.2, 0.6, -1.4], [-0.9, -0.7, 2.2], [0.0, 0.0, 0.0], [-0.3, -1.5, -0.2], [1.3, -2.5, -1.3], [-0.2, -0.2, -0.1], [0.1, 0.2, -0.1], [0.0, 0.1, -0.1], [0.0, 0.0, 0.0], [-2.9, 2.1, 0.4], [0.3, 0.0, 0.2], [0.6, -0.5, -0.5], [-3.1, -1.5, 0.8], [-1.2, 1.2, -0.1], [-1.5, -1.0, 0.3], [-0.1, -0.4, 0.4], [-0.1, 0.0, 0.2], [0.1, -0.1, 0.2], [0.1, 0.6, 1.8], [-1.0, 0.8, 1.2], [-0.2, 0.0, -0.3], [-0.1, 0.6, 0.3], [0.2, -0.8, -0.2], [-0.3, 0.0, -0.6], [-0.4, -0.5, 1.7], [-0.1, 0.1, -0.2], [-0.4, 0.0, 0.2], [0.2, 0.1, 0.2], [0.0, 0.0, 0.1], [0.0, 0.2, 0.2], [0.0, 0.1, -0.1], [0.2, 0.1, 0.0], [1.6, 0.4, -1.0], [0.0, 0.1, 0.0], [0.2, 0.2, -0.2], [0.0, 0.0, 0.0], [-1.7, -0.9, -0.7], [-1.3, -0.8, 0.4], [0.1, 0.0, 0.0], [-0.2, -0.1, -0.5], [2.3, -1.2, 1.2], [0.1, 0.2, -1.6], [-0.1, 0.1, 0.0], [0.1, -0.1, 0.1], [-0.9, 1.3, 0.7], [0.0, -0.3, 0.2], [0.3, -0.4, 0.3], [0.9, -1.3, 0.7], [-0.3, -0.4, 0.2], [-0.5, -0.4, -1.6], [1.1, 0.7, -1.0], [-0.1, 0.1, 0.0], [2.1, -2.7, 1.3]],
  "mulliken_charge": [-0.586, -0.485, 0.200, -0.753, 0.062, -0.351, 0.236, 0.202, -0.329, -1.073, 0.291, 0.113, -0.802, 0.412, 0.414, -0.626, -0.640, -0.708, 0.296, 0.154, -0.481, -0.235, -0.718, -0.609, -0.851, 0.291, 0.331, 0.254, 0.352, -0.193, 0.370, -0.273, -0.392, 0.226, 0.382, -0.135, 0.962, 0.324, 0.087, -0.542, 0.114, -0.471, 0.422, -0.692, -0.086, 0.607, 0.316, 0.358, -0.055, 0.339, 0.413, -0.048, 0.350, 0.154, -0.453, -0.200, 0.313, 0.067, 0.494, -0.734, -0.508, 0.185, -0.061, -0.374, -0.390, -0.035, -0.550, 0.447, 0.310, 0.377, 0.435, 0.247, 0.307, 0.285, 0.281, 0.117, -0.295, 0.326, 0.308, 0.055, 0.184, 0.338, 0.393, -0.416, -0.058, 0.428, -0.050, 0.307, 0.115, -0.315, 0.046, 0.297, -0.606, -0.494, -0.299, 0.318, 0.364, 0.926, -0.295, -0.157, 0.167, 0.309, 0.316, -0.618, 0.191, -0.206, 0.326, 0.358, -0.352, -0.659, -0.466, -0.456, 0.328, 0.331, -0.223, -0.504, 0.449, 0.393, 0.367, 0.420, -0.347, 0.382, -0.851, 0.354, 0.614, 0.191, 0.425, -0.562, -0.241, 0.327, 0.421, 0.432, 0.351, -0.337, -0.249, 0.285, -0.549, 0.175, -0.375, 0.291, -0.084]
}